Computed, not measured: 13 unconnected molecules or ions with the total composition C65H149N8O19 in a non-equilibrium geometry, with the ωB97M-V functional and the def2-TZVPD basis.

Cartesian coordinates (Å):
C 0.97737 -7.73678 6.75542
C 0.91634 -6.50567 5.80549
C -0.18267 -6.67056 4.82080
C -0.17477 -5.61462 3.67792
N -1.48514 -5.51801 2.85036
C -1.09561 -4.63322 1.65531
C -0.70838 -5.46384 0.41624
C -0.76582 -6.87552 0.86801
C -1.73085 -6.76205 1.99740
C -2.68375 -4.98229 3.69422
C -2.36823 -3.51105 4.31184
C -3.55286 -2.58376 4.60203
H 1.32441 -8.68230 6.33870
H 0.08655 -7.83926 7.37514
H 1.79190 -7.51029 7.44343
H 1.83595 -6.44014 5.22400
H 0.78457 -5.57853 6.36330
H -1.08903 -6.52128 5.40758
H -0.29149 -7.70511 4.49526
H 0.67914 -5.77545 3.01984
H -0.05571 -4.60465 4.07023
H -1.85941 -3.87570 1.47957
H -0.30572 -3.92126 1.89468
H -1.27591 -5.22407 -0.48293
H 0.19866 -5.09405 -0.06193
H -1.08800 -7.49263 0.02928
H 0.20161 -7.24946 1.20320
H -2.70871 -6.71144 1.51852
H -1.59085 -7.62878 2.64338
H -2.99433 -5.67594 4.47556
H -3.48109 -4.93968 2.95224
H -1.65042 -3.00219 3.66848
H -1.69927 -3.62607 5.16469
H -4.22128 -3.03843 5.33319
H -4.24654 -2.38262 3.78566
H -3.18272 -1.62269 4.95903
C 1.34413 9.99701 1.39935
C 2.00144 8.85449 2.19618
C 2.89942 7.92697 1.34355
C 3.43908 6.58989 2.12214
N 4.06342 5.49405 1.17693
C 4.61250 4.44056 2.15796
C 6.07827 4.83055 2.61064
C 6.50016 6.02489 1.78302
C 5.39649 6.12148 0.63236
C 3.20382 4.84698 0.08851
C 1.92353 4.22297 0.66768
C 0.97844 3.68309 -0.38686
H 2.25499 10.48177 1.04801
H 0.75552 10.64536 2.04841
H 0.77988 9.57272 0.56887
H 1.21547 8.41025 2.80693
H 2.54444 9.37544 2.98476
H 3.72140 8.44988 0.85465
H 2.21171 7.66402 0.53980
H 2.62975 6.18031 2.72656
H 4.18731 6.95591 2.82520
H 4.83266 3.58829 1.51510
H 3.91930 4.21348 2.96790
H 6.87361 4.08572 2.63820
H 5.80596 5.30185 3.55501
H 7.48210 5.80082 1.36628
H 6.49401 6.94022 2.37482
H 5.82088 5.49641 -0.15331
H 5.27338 7.12134 0.21616
H 3.76837 4.21712 -0.59899
H 3.00344 5.67702 -0.58897
H 1.39263 4.94671 1.28609
H 2.20006 3.36920 1.28630
H 0.14615 3.10341 0.01236
H 1.63555 3.06475 -0.99839
H 0.62122 4.52082 -0.98578
C 3.64866 -0.64971 -3.73901
C 5.03237 -1.00012 -3.24819
C 5.77224 -1.98459 -4.20175
C 5.30227 -3.44317 -4.01018
N 5.77736 -4.46848 -5.07336
C 7.08796 -5.05213 -4.54788
C 7.08368 -6.56950 -5.01033
C 5.71998 -6.89805 -5.67779
C 4.83233 -5.73767 -5.14734
C 5.99906 -3.94827 -6.57702
C 4.79776 -3.66727 -7.49934
C 5.09442 -2.96848 -8.85269
H 2.98746 -1.50713 -3.86448
H 3.62537 -0.12477 -4.69400
H 3.26088 0.07739 -3.02553
H 5.05437 -1.15640 -2.16968
H 5.62809 -0.09184 -3.33907
H 6.84370 -1.87387 -4.03498
H 5.65510 -1.63597 -5.22784
H 4.23618 -3.44695 -4.23717
H 5.19237 -3.74660 -2.96905
H 7.92088 -4.36460 -4.69502
H 6.82895 -5.13550 -3.49238
H 7.84630 -6.76768 -5.76347
H 7.17210 -7.14637 -4.08972
H 5.75373 -6.76954 -6.75966
H 5.45049 -7.91256 -5.38414
H 3.87604 -5.70521 -5.66942
H 4.59047 -5.94947 -4.10583
H 6.65700 -4.62967 -7.11639
H 6.68815 -3.10462 -6.61593
H 4.01607 -3.11761 -6.97501
H 4.31799 -4.62189 -7.71525
H 4.28920 -2.41364 -9.33423
H 5.50866 -3.80043 -9.42222
H 5.89737 -2.24330 -8.72043
C -3.91510 0.25344 -1.86280
C -4.57174 1.64150 -2.17133
C -6.13309 1.62830 -2.49735
C -6.78824 2.97519 -2.29779
N -8.34006 2.90177 -2.26651
C -8.85742 4.34439 -1.85588
C -10.33269 4.08588 -1.45416
C -10.44014 2.65184 -0.94574
C -9.02692 2.15538 -1.05631
C -8.93160 2.49174 -3.63007
C -8.60355 3.36736 -4.89103
C -8.86395 2.59078 -6.12726
H -4.12204 -0.36978 -2.73278
H -4.33011 -0.25115 -0.99030
H -2.84230 0.31238 -1.67916
H -4.02558 2.24686 -2.89475
H -4.37365 2.19440 -1.25309
H -6.64560 0.94975 -1.81544
H -6.04542 1.23497 -3.51012
H -6.38999 3.73067 -2.97510
H -6.55624 3.27878 -1.27695
H -8.80041 5.03902 -2.69394
H -8.13724 4.53244 -1.05959
H -11.10231 4.01360 -2.22264
H -10.63965 4.77524 -0.66761
H -11.11521 1.96132 -1.45127
H -10.68708 2.62802 0.11565
H -8.98598 1.07819 -1.21780
H -8.45148 2.34180 -0.14955
H -10.02057 2.53577 -3.61271
H -8.70427 1.43066 -3.73271
H -7.61934 3.81512 -4.75342
H -9.32345 4.18580 -4.89332
H -8.76264 3.02106 -7.12360
H -9.81952 2.07436 -6.03619
H -8.16044 1.75822 -6.12473
C 4.83697 -0.02297 1.61920
C 5.90390 -1.10371 1.79574
C 5.71201 -2.39084 0.88086
O 6.71619 -3.29229 1.07001
C 6.81677 -4.47169 0.26963
N 7.31705 -0.62881 1.43066
H 7.42221 0.19057 2.01174
H 8.07574 -1.14303 1.85499
H 7.36816 -0.26992 0.48795
H 4.65832 0.37942 0.62207
H 4.97967 0.83187 2.28025
H 3.94186 -0.47369 2.04785
H 6.05923 -1.52709 2.78807
H 5.63722 -2.11157 -0.17010
H 4.75131 -2.80270 1.18994
H 6.80357 -4.23817 -0.79499
H 5.89691 -5.05637 0.27970
H 7.68882 -5.00378 0.64977
C -2.33814 5.57015 -0.17090
C -3.03717 5.66674 -1.50902
C -3.63485 7.08063 -1.68910
O -3.79553 7.44062 -3.01359
C -5.05961 6.97569 -3.54253
N -1.85959 5.52086 -2.59469
H -1.20880 6.29287 -2.61861
H -1.33261 4.66169 -2.52963
H -2.18466 5.36295 -3.53782
H -1.47137 6.22012 -0.05107
H -2.08812 4.54310 0.09514
H -3.14846 5.78800 0.52481
H -3.72350 4.95103 -1.96159
H -2.92170 7.79255 -1.27355
H -4.57822 7.21468 -1.15978
H -5.12717 7.18119 -4.61085
H -5.93007 7.50400 -3.15356
H -5.15980 5.89277 -3.61563
C 1.57642 -1.16428 0.10838
C 0.01232 -1.14277 0.16526
C -0.63285 0.17944 0.48585
O -1.89907 -0.13687 0.90546
C -2.63272 0.92214 1.52162
N -0.60367 -1.71652 -1.08112
H -0.56413 -1.12705 -1.90031
H -0.21466 -2.62794 -1.27628
H -1.55986 -1.97428 -0.88276
H 1.91424 -2.14313 -0.23195
H 2.05128 -1.14099 1.08923
H 1.95674 -0.40064 -0.57008
H -0.13039 -1.75111 1.05837
H -0.74092 0.80879 -0.39752
H -0.08882 0.76494 1.22701
H -3.56457 0.60722 1.99128
H -2.83864 1.77186 0.87072
H -2.06951 1.30935 2.37071
C 1.25515 -2.66961 7.12727
C 0.64115 -1.32463 7.32483
C -0.02858 -0.69283 6.03690
O -0.70908 0.49945 6.46880
C -1.27914 1.17437 5.39118
N -0.42178 -1.47340 8.41812
H -1.14488 -2.13542 8.17530
H -0.17311 -1.68118 9.37472
H -0.89578 -0.58556 8.50274
H 0.58046 -3.23869 6.48770
H 1.57803 -3.16242 8.04432
H 2.22751 -2.55600 6.64801
H 1.39048 -0.67109 7.77147
H -0.66724 -1.35377 5.45092
H 0.72841 -0.52624 5.27054
H -0.45770 1.40678 4.71344
H -1.82695 2.08891 5.61837
H -1.93080 0.53043 4.80061
O -1.77406 1.75422 -4.65823
C -1.03703 1.58113 -3.55400
O -0.53154 0.47404 -3.22293
O -0.78882 2.55659 -2.86764
H -1.92244 2.65752 -4.36906
O 1.45421 -3.49792 -2.46123
C 0.73993 -4.30315 -3.15530
O 1.55879 -4.98169 -3.78104
O -0.53742 -4.35770 -3.13464
H 2.12690 -3.90863 -3.00932
O -4.82508 -2.14661 0.87244
C -4.32329 -3.11134 0.01139
O -3.37292 -2.82439 -0.69747
O -4.83352 -4.27600 -0.12649
H -3.96388 -1.78726 0.64704
O -6.88952 1.81263 2.32752
C -6.31649 2.06323 3.51339
O -5.24611 1.52249 3.71476
O -6.94030 2.72136 4.40872
H -6.02918 1.40016 2.22131
O 3.09916 -3.81805 4.35356
C 2.53221 -3.06522 3.46884
O 2.26527 -3.54601 2.39330
O 2.28561 -1.95666 3.87848
H 3.14648 -3.39949 5.21621

The orbital gap is 3.6 eV. Its HOMO energy is -10.0 eV. Its strongest force on any atom is 0.172 hartree/bohr. The multiplicity is 1. As for the total charge: +3.

Here are the Mulliken charges for atoms 1 to 99, given in e:
1. C -1.492
2. C 0.258
3. C -1.202
4. C -0.193
5. N 0.829
6. C -0.158
7. C -0.730
8. C -0.893
9. C -0.795
10. C -1.129
11. C 0.757
12. C -1.513
13. H 0.375
14. H 0.347
15. H 0.438
16. H 0.390
17. H -0.150
18. H 0.328
19. H 0.374
20. H 0.572
21. H -0.281
22. H 0.398
23. H -0.383
24. H 0.613
25. H 0.263
26. H 0.425
27. H 0.317
28. H 0.600
29. H 0.464
30. H 0.607
31. H 0.617
32. H -0.115
33. H 0.051
34. H 0.461
35. H 0.319
36. H 0.174
37. C -1.204
38. C -0.685
39. C -0.371
40. C -1.081
41. N 0.708
42. C -0.735
43. C -0.710
44. C -0.651
45. C -0.769
46. C -1.199
47. C 0.110
48. C -0.622
49. H 0.289
50. H 0.394
51. H 0.304
52. H 0.428
53. H 0.364
54. H 0.334
55. H 0.192
56. H 0.499
57. H 0.584
58. H 0.349
59. H 0.522
60. H 0.402
61. H 0.285
62. H 0.341
63. H 0.335
64. H 0.445
65. H 0.400
66. H 0.507
67. H 0.463
68. H 0.130
69. H 0.206
70. H -0.080
71. H 0.457
72. H 0.060
73. C -1.113
74. C 0.689
75. C -0.692
76. C -1.071
77. N 0.744
78. C -0.435
79. C -0.652
80. C -0.808
81. C -0.779
82. C -1.128
83. C -0.420
84. C -1.317
85. H 0.191
86. H 0.364
87. H 0.282
88. H -0.941
89. H 0.417
90. H 0.440
91. H 0.307
92. H 0.327
93. H 0.777
94. H 0.471
95. H -0.013
96. H 0.298
97. H 0.433
98. H 0.326
99. H 0.399